No. 1
Here is a cluster of 2 separate species, C5H12NO in total from the Open Molecules 2025 dataset. Energies are from ωB97M-V/def2-TZVPD.

Cartesian coordinates (Å):
1 C -0.570 -2.963 -1.177
2 C -0.632 -3.396 -2.426
3 C -0.213 -1.059 0.233
4 N -0.357 -1.578 -0.920
5 H -0.687 -3.590 -0.305
6 H -0.686 -2.677 -3.234
7 H -0.620 -4.452 -2.639
8 H -0.088 0.008 0.362
9 H -0.528 -1.634 1.097
10 H -0.198 -1.017 -1.756
11 C 0.032 2.516 0.920
12 O -0.089 3.824 1.431
13 C 1.352 1.965 1.430
14 H -0.817 1.907 1.269
15 H 0.005 2.505 -0.178
16 H -0.959 4.171 1.209
17 H 1.291 1.774 2.496
18 H 1.609 1.022 0.941
19 H 2.156 2.673 1.248

Calculated values
E_LUMO = -0.208 hartree
F_max = 1.68 eV/Å
Relative energy (zero: lowest compared OMol25 entry of this formula, charge and spin) = 51.1 kcal per mole
Charge = +1
Frontier orbital gap = 7.65 eV

***

No. 2
Here is a structure of composition C45H52Br5F4N6O3P2Rb from the Open Molecules 2025 dataset. Energies are from ωB97M-V/def2-TZVPD.

Cartesian coordinates (Å):
1 Rb -0.450 -0.270 -0.432
2 F 4.768 3.481 5.227
3 C 3.818 3.468 4.296
4 C 3.513 4.614 3.610
5 F 4.164 5.743 3.896
6 C 2.523 4.600 2.641
7 F 2.265 5.781 2.069
8 C 1.829 3.450 2.300
9 P 0.575 3.239 0.948
10 C -0.953 3.576 1.900
11 C -0.994 4.380 3.042
12 C -2.198 4.619 3.685
13 C -3.372 4.053 3.196
14 C -3.336 3.237 2.075
15 C -2.128 2.993 1.422
16 C 0.773 4.773 -0.047
17 C 1.912 4.857 -0.852
18 C 2.108 5.937 -1.696
19 C 1.147 6.939 -1.775
20 C -0.004 6.845 -1.007
21 C -0.193 5.769 -0.147
22 C 2.146 2.303 3.036
23 Br 1.246 0.684 2.720
24 C 3.123 2.311 4.014
25 F 3.436 1.211 4.701
26 H -0.087 4.831 3.430
27 H -2.219 5.240 4.574
28 H -4.311 4.230 3.709
29 H -4.232 2.741 1.710
30 H -2.142 2.300 0.566
31 H 2.642 4.051 -0.823
32 H 2.999 5.991 -2.310
33 H 1.289 7.777 -2.445
34 H -0.766 7.613 -1.077
35 H -1.096 5.706 0.448
36 Br -1.746 -6.751 -3.083
37 C -1.321 -5.387 -1.827
38 C -1.785 -5.454 -0.531
39 Br -2.871 -6.910 0.037
40 C -1.480 -4.400 0.358
41 Br -2.078 -4.458 2.170
42 C -0.719 -3.256 0.024
43 O -0.438 -2.339 0.872
44 C -0.230 -3.177 -1.379
45 O 0.462 -2.178 -1.782
46 C -0.556 -4.267 -2.218
47 Br 0.121 -4.124 -3.997
48 C 2.367 -0.576 -3.327
49 N 3.570 0.013 -2.737
50 C 4.824 -0.478 -3.265
51 C 5.978 0.393 -2.817
52 C 5.925 0.523 -1.310
53 N 4.642 1.059 -0.912
54 C 4.542 1.539 0.451
55 C 3.461 0.712 -1.561
56 O 2.374 1.025 -1.096
57 H 2.217 -0.193 -4.342
58 H 1.503 -0.355 -2.720
59 H 2.457 -1.663 -3.362
60 H 4.749 -0.487 -4.355
61 H 4.993 -1.516 -2.949
62 H 5.881 1.386 -3.264
63 H 6.927 -0.040 -3.136
64 H 6.701 1.203 -0.952
65 H 6.110 -0.455 -0.842
66 H 5.185 2.413 0.596
67 H 4.840 0.764 1.168
68 H 3.509 1.812 0.645
69 N -2.886 0.833 -0.880
70 P -4.201 0.397 -0.278
71 N -5.505 1.553 -0.418
72 C -5.188 2.698 -1.286
73 C -6.377 3.649 -1.365
74 C -7.603 2.969 -2.010
75 C -7.545 1.449 -1.803
76 C -6.909 1.146 -0.452
77 N -4.958 -1.014 -0.907
78 C -4.933 -2.278 -0.159
79 C -5.565 -3.381 -0.997
80 C -4.689 -3.679 -2.225
81 C -4.027 -2.391 -2.753
82 C -4.847 -1.165 -2.367
83 N -4.290 0.095 1.401
84 C -5.483 0.218 2.219
85 C -5.190 -0.221 3.654
86 C -3.888 0.406 4.152
87 C -2.688 -0.026 3.273
88 C -3.181 -0.664 1.975
89 H -4.903 2.382 -2.299
90 H -4.315 3.216 -0.894
91 H -6.085 4.532 -1.942
92 H -6.623 3.995 -0.355
93 H -7.649 3.202 -3.079
94 H -8.522 3.363 -1.563
95 H -6.930 0.980 -2.577
96 H -8.545 1.009 -1.869
97 H -6.962 0.080 -0.244
98 H -7.486 1.666 0.331
99 H -5.477 -2.163 0.783
100 H -3.912 -2.599 0.098
101 H -6.567 -3.058 -1.304
102 H -5.683 -4.281 -0.387
103 H -5.290 -4.154 -3.008
104 H -3.914 -4.392 -1.945
105 H -3.914 -2.430 -3.840
106 H -3.023 -2.284 -2.336
107 H -5.848 -1.246 -2.824
108 H -4.372 -0.265 -2.760
109 H -6.329 -0.367 1.830
110 H -5.815 1.266 2.225
111 H -5.110 -1.312 3.698
112 H -6.033 0.065 4.291
113 H -3.719 0.138 5.199
114 H -3.998 1.494 4.118
115 H -2.056 -0.752 3.794
116 H -2.069 0.847 3.045
117 H -3.444 -1.707 2.170
118 H -2.401 -0.678 1.224

Calculated values
E_LUMO = 0.124 hartree
F_max = 2.14 eV/Å
Relative energy (zero: lowest compared OMol25 entry of this formula, charge and spin) = 19.9 kcal per mole
Charge = -2
Frontier orbital gap = 4.24 eV

***

No. 3
Here is a cluster of 2 separate species, C5H14NS in total from the Open Molecules 2025 dataset. Energies are from ωB97M-V/def2-TZVPD.

Cartesian coordinates (Å):
1 C -0.255 -0.534 -2.425
2 C 0.659 1.385 0.929
3 C -0.714 -1.191 2.795
4 C -0.307 0.492 -1.344
5 C 0.589 0.403 -0.132
6 N 1.613 -0.661 0.037
7 S -0.878 -1.512 1.004
8 H 0.748 -0.552 -2.808
9 H -0.605 -1.499 -2.034
10 H -0.749 -0.065 -3.314
11 H -0.331 1.744 1.234
12 H 1.071 2.299 0.567
13 H 1.277 0.903 1.756
14 H -1.752 -0.658 3.105
15 H 0.110 -0.499 3.038
16 H -0.563 -2.122 3.319
17 H -0.038 1.451 -1.798
18 H -1.338 0.692 -0.975
19 H 1.866 -0.772 1.093
20 H 0.968 -1.534 -0.086
21 H 2.557 -0.707 -0.424

Calculated values
E_LUMO = -0.204 hartree
F_max = 4.16 eV/Å
Relative energy (zero: lowest compared OMol25 entry of this formula, charge and spin) = 90.9 kcal per mole
Charge = +1
Frontier orbital gap = 7.04 eV

***

No. 4
Here is a structure of composition C28H42CsN8O2PSSi from the Open Molecules 2025 dataset. Energies are from ωB97M-V/def2-TZVPD.

Cartesian coordinates (Å):
1 Cs -0.576 0.433 -0.395
2 N 4.132 3.999 -0.178
3 C 2.986 3.249 0.068
4 S 2.554 2.128 -1.140
5 N 2.435 3.564 1.227
6 N 1.288 2.911 1.524
7 C 0.793 3.241 2.659
8 C -0.464 2.697 3.169
9 C -0.981 3.178 4.379
10 C -2.185 2.677 4.840
11 C -2.850 1.718 4.090
12 C -2.264 1.294 2.903
13 N -1.103 1.759 2.465
14 H 4.757 3.578 -0.842
15 H 4.545 4.385 0.658
16 H 1.306 3.983 3.277
17 H -0.439 3.936 4.931
18 H -2.605 3.037 5.773
19 H -3.801 1.309 4.403
20 H -2.752 0.561 2.264
21 O -0.269 -0.143 -3.078
22 P -0.160 -1.300 -3.984
23 N 1.219 -2.178 -3.695
24 C 2.233 -1.617 -2.785
25 C 3.254 -2.747 -2.625
26 C 2.959 -3.753 -3.756
27 C 1.893 -3.075 -4.619
28 N -1.518 -2.244 -3.848
29 C -1.736 -3.492 -4.566
30 C -3.103 -3.937 -4.062
31 C -3.029 -3.580 -2.577
32 C -2.234 -2.273 -2.543
33 N -0.117 -0.773 -5.579
34 C 0.131 -1.574 -6.782
35 C -0.981 -1.171 -7.749
36 C -1.201 0.297 -7.393
37 C -1.109 0.280 -5.871
38 H 1.766 -1.379 -1.832
39 H 2.682 -0.710 -3.206
40 H 3.115 -3.215 -1.649
41 H 4.271 -2.358 -2.674
42 H 2.561 -4.679 -3.344
43 H 3.843 -4.003 -4.347
44 H 1.199 -3.797 -5.054
45 H 2.368 -2.519 -5.443
46 H -0.980 -4.251 -4.314
47 H -1.720 -3.333 -5.649
48 H -3.293 -4.997 -4.243
49 H -3.881 -3.354 -4.561
50 H -2.493 -4.362 -2.036
51 H -4.006 -3.460 -2.110
52 H -1.527 -2.264 -1.709
53 H -2.878 -1.399 -2.446
54 H 0.128 -2.645 -6.583
55 H 1.110 -1.328 -7.211
56 H -1.887 -1.744 -7.534
57 H -0.708 -1.339 -8.792
58 H -2.152 0.695 -7.745
59 H -0.397 0.907 -7.814
60 H -2.081 0.025 -5.431
61 H -0.788 1.229 -5.444
62 O -6.031 -0.171 -0.115
63 C -4.822 -0.037 -0.169
64 N -3.646 0.093 -0.224
65 C -1.161 -4.147 0.930
66 Si 0.505 -3.893 -0.024
67 C 0.356 -5.314 -1.344
68 C 1.729 -4.749 1.215
69 C 1.777 -4.384 2.569
70 C 2.697 -4.920 3.454
71 C 3.632 -5.853 3.016
72 C 3.618 -6.234 1.681
73 C 2.683 -5.693 0.809
74 H -1.386 -5.194 1.169
75 H -1.993 -3.751 0.336
76 H -1.172 -3.581 1.866
77 H 0.001 -6.274 -0.947
78 H 1.307 -5.494 -1.854
79 H -0.344 -4.986 -2.120
80 H 1.071 -3.642 2.932
81 H 2.695 -4.606 4.493
82 H 4.358 -6.272 3.704
83 H 4.340 -6.961 1.321
84 H 2.692 -6.014 -0.229

Calculated values
E_LUMO = 0.139 hartree
F_max = 0.55 eV/Å
Relative energy (zero: lowest compared OMol25 entry of this formula, charge and spin) = 0.0 kcal per mole
Charge = -2
Frontier orbital gap = 4.57 eV

***

No. 5
Here is a cluster of 7 separate species, H14O7 in total from the Open Molecules 2025 dataset. Energies are from ωB97M-V/def2-TZVPD.

Cartesian coordinates (Å):
1 O -0.173 2.091 -0.778
2 H 0.523 1.933 -0.078
3 H -0.984 1.759 -0.402
4 O -1.025 -0.351 1.697
5 H -1.730 0.160 1.378
6 H -0.212 -0.385 0.928
7 O -2.752 0.925 -0.385
8 H -2.055 0.131 -0.567
9 H -3.631 0.635 -0.525
10 O 3.438 -0.959 -0.323
11 H 2.612 -1.281 -0.740
12 H 4.121 -0.784 -0.971
13 O 0.494 -0.544 -1.014
14 H 0.153 0.333 -1.213
15 H -0.328 -1.144 -0.892
16 O -1.808 -1.823 -0.173
17 H -2.299 -2.560 0.133
18 H -1.568 -1.359 0.703
19 O 2.043 1.162 0.943
20 H 2.453 1.386 1.781
21 H 2.725 0.673 0.497

Calculated values
E_LUMO = 0.016 hartree
F_max = 5.33 eV/Å
Relative energy (zero: lowest compared OMol25 entry of this formula, charge and spin) = 46.2 kcal per mole
Frontier orbital gap = 11.61 eV
SMILES = O.O.O.O.O.O.O

***

No. 6
Here is an isolated molecule of C2H4N4OS from the Open Molecules 2025 dataset. Energies are from ωB97M-V/def2-TZVPD.

Cartesian coordinates (Å):
1 O 2.654 0.850 0.447
2 N 1.949 0.152 -0.551
3 C 0.584 0.190 -0.366
4 N -0.143 -0.170 -1.325
5 S -1.791 -0.245 -0.816
6 C -1.602 -0.783 0.869
7 N -0.585 -0.494 1.589
8 N 0.229 0.410 0.974
9 H 2.394 1.833 0.428
10 H 2.225 0.420 -1.530
11 H -2.292 -1.548 1.225
12 H 1.052 0.689 1.529

Calculated values
E_LUMO = 0.014 hartree
F_max = 2.13 eV/Å
Relative energy (zero: lowest compared OMol25 entry of this formula, charge and spin) = 56.3 kcal per mole
Frontier orbital gap = 8.65 eV
SMILES = ONC1=NSC=NN1

***

No. 7
Here is an isolated molecule of C2H5ClN2 from the Open Molecules 2025 dataset. Energies are from ωB97M-V/def2-TZVPD.

Cartesian coordinates (Å):
1 H -2.118 0.215 -0.351
2 N -1.408 -0.748 -0.489
3 C -0.291 -0.161 -0.083
4 N -0.564 1.157 0.106
5 C 0.989 -0.868 0.181
6 Cl 2.561 0.154 -0.283
7 H -1.206 1.625 -0.655
8 H 0.263 1.560 0.324
9 H 1.108 -1.920 -0.124
10 H 0.666 -1.014 1.374

Calculated values
E_LUMO = 0.017 hartree
F_max = 6.59 eV/Å
Relative energy (zero: lowest compared OMol25 entry of this formula, charge and spin) = 60.7 kcal per mole
Frontier orbital gap = 9.75 eV
SMILES = [H]/N=C(\N)CCl